Entry from OMol25: 9 unconnected molecules or ions with the total composition C28H64FN3O8S in a non-equilibrium geometry (ωB97M-V/def2-TZVPD).

For the total energy, the calculation gives -64467.58014 eV. The charge is 0. The value obtained for the HOMO energy is -0.3055 Eh. As for the multiplicity: 1. Its SMILES is C[C@@H](F)Cc1cc2nsnc2cc1CCCN.CCO.CCO.CCO.CCO.CCO.CCO.CCO.CCO. The calculation puts the relative energy (zero: lowest compared OMol25 entry of this formula, charge and spin) at 105.6 kcal per mole.

Structure (XYZ):
```
105
Properties=species:S:1:pos:R:3:forces:R:3
C 5.17241 -0.63628 1.96966 -0.6940 -0.2810 0.1565
C 4.36062 0.77259 1.90009 1.0564 -0.6246 1.1681
F 4.07653 1.23273 0.55119 0.2139 -0.9870 2.1001
C 3.06625 0.62269 2.85840 -1.1932 0.9978 -0.0162
C 1.65453 0.94886 2.15905 -4.2427 2.7531 0.1857
C 0.73485 2.05292 2.86640 0.4601 -2.1575 -2.3878
C -0.71645 2.45977 2.32777 -0.0992 -0.5780 -0.4899
N -1.66435 3.42802 2.91750 1.4810 -3.5729 -3.9938
S -3.00886 3.39911 1.84057 3.0693 -2.2022 -0.2207
N -2.59074 2.22259 0.65919 3.8945 0.0015 2.8231
C -1.24987 1.72873 1.00901 -0.4217 0.9788 1.0265
C -0.36916 0.61966 0.26855 2.2292 1.3059 3.2559
C 1.06183 0.25653 0.85490 -2.6455 1.2634 -0.1764
C 1.88716 -0.89201 0.08220 -0.2211 0.0318 -0.0222
C 1.03420 -2.28316 -0.01780 -0.2933 0.1735 1.0650
C 1.38512 -3.19913 1.28781 -0.5530 -0.6659 -0.9431
N 0.89495 -2.58892 2.58030 0.0278 -0.4509 -0.5700
H 5.88658 -0.55423 2.88153 -0.9685 -0.1658 -1.7997
H 5.70137 -0.92168 0.98898 -0.5550 0.7319 1.6235
H 4.44979 -1.51965 2.22979 1.2107 1.6765 -0.6099
H 5.06919 1.56671 2.38037 -1.4485 -1.2049 -1.2192
H 3.20250 1.39447 3.72411 -0.4363 -1.3334 -1.6020
H 2.96973 -0.40874 3.37365 0.3234 1.5101 -1.1993
H 1.15285 2.56529 3.80872 -0.8344 -0.8830 -1.6706
H -0.81338 0.11091 -0.66050 0.9848 0.8690 1.6596
H 2.22555 -0.51757 -0.97373 -0.8413 -0.5650 1.9246
H 2.86661 -1.14715 0.64446 -1.7214 0.6067 -0.8198
H 1.20705 -2.83946 -1.01466 0.0678 0.7900 1.7931
H -0.11940 -2.08930 0.03624 2.0972 -0.1344 -0.1340
H 0.85679 -4.21779 1.10792 1.2181 1.6185 0.1855
H 2.53471 -3.34877 1.37547 -1.9216 0.1841 -0.2637
H -0.11822 -2.33697 2.50790 1.0942 -0.4790 0.1589
H 1.02673 -3.30810 3.32564 -0.4197 0.9196 -0.8620
C -1.07158 6.97547 1.86013 -0.1704 0.1262 -0.0036
C 0.31326 6.80536 1.26902 -0.1886 -0.3042 0.1914
O 1.18642 6.22535 2.22888 0.1906 -0.1119 0.1176
H -1.03388 7.61035 2.75014 0.0556 0.0112 -0.1254
H -1.75330 7.42565 1.13382 0.0051 -0.0373 0.0505
H -1.47866 6.01027 2.17443 0.0178 0.0539 -0.1105
H 0.72607 7.77395 0.97634 0.1208 -0.1565 0.1080
H 0.28510 6.16073 0.38477 -0.0940 0.1356 -0.1312
H 0.81765 5.36387 2.47591 0.1024 0.2603 -0.0935
C -4.28971 8.89636 2.36065 0.1205 0.0477 0.1978
C -4.76380 7.64649 1.64668 -0.0133 0.4018 -0.1467
O -6.07476 7.84547 1.13399 -0.2106 -0.0441 -0.1444
H -4.96796 9.15084 3.18003 0.0734 -0.1121 -0.0550
H -3.28406 8.75718 2.76513 -0.0604 0.0871 -0.0289
H -4.27944 9.75166 1.67798 0.1065 -0.0723 -0.0104
H -4.79353 6.79982 2.33705 -0.1602 0.0424 -0.1416
H -4.09653 7.39233 0.81715 0.1413 -0.0882 0.1199
H -6.03723 8.59141 0.51751 -0.0375 -0.2677 0.2147
C -1.47940 -6.32262 -1.59079 -0.1014 0.0785 -0.0002
C -0.18338 -5.57888 -1.84172 -0.1285 -0.4491 0.0556
O 0.63109 -5.60863 -0.67610 0.2540 -0.0843 0.0817
H -2.02286 -5.87545 -0.75452 0.0286 -0.0016 -0.2118
H -2.11820 -6.30321 -2.47728 -0.0324 -0.0301 0.1178
H -1.28176 -7.36494 -1.32154 0.0157 0.0068 -0.1284
H -0.38429 -4.53334 -2.08863 0.1514 -0.0537 0.1467
H 0.37245 -6.02883 -2.67050 -0.0904 0.0981 -0.1514
H 0.81152 -6.53768 -0.46985 -0.0668 0.3179 -0.0603
C -5.83531 -4.50221 0.97357 -0.1099 0.0387 0.1862
C -4.47061 -4.93245 0.47461 -0.2778 0.1005 -0.2379
O -4.60346 -5.69502 -0.71771 -0.0471 -0.0617 -0.1477
H -6.46594 -5.37471 1.16673 0.1281 0.0499 0.0316
H -5.74833 -3.91870 1.89379 -0.0575 0.0043 -0.0616
H -6.34968 -3.89752 0.22042 0.0887 0.0581 0.0707
H -3.96932 -5.55408 1.22076 0.0033 -0.0264 -0.1886
H -3.83781 -4.06342 0.26754 0.0522 0.0632 0.2112
H -5.04098 -5.13385 -1.37690 0.1437 -0.2259 0.0332
C 5.56810 1.29295 -2.84515 0.1680 -0.1692 -0.0049
C 4.80013 2.58488 -3.03606 -0.0388 -0.2698 0.2941
O 3.40269 2.34223 -2.93986 -0.2690 0.0109 0.0325
H 5.27344 0.55608 -3.59770 0.0937 0.1617 -0.0285
H 6.64491 1.46425 -2.92163 -0.0543 -0.0632 -0.0152
H 5.34939 0.85411 -1.86656 0.0489 0.1337 0.0349
H 5.00389 3.00857 -4.02252 -0.1891 -0.0389 0.0838
H 5.08121 3.32320 -2.27828 0.1816 0.0447 -0.0630
H 3.23002 1.97532 -2.05972 0.0602 0.1551 -0.2478
C -3.47515 -0.30064 4.61876 -0.1112 -0.0110 0.1493
C -2.11027 -0.73132 4.12099 -0.2279 0.2952 -0.1128
O -2.24301 -1.49731 2.93002 0.0543 -0.2164 -0.2959
H -4.10545 -1.17301 4.81417 0.1159 0.0502 0.0401
H -3.38852 0.28522 5.53739 -0.0573 0.0084 -0.0762
H -3.98984 0.30197 3.86398 0.0912 0.0819 0.0684
H -1.60853 -1.35090 4.86853 0.0008 -0.0604 -0.2183
H -1.47799 0.13729 3.91160 0.0487 0.0249 0.1756
H -2.68039 -0.93817 2.27042 0.1984 -0.1522 0.1696
C -7.47524 -6.17724 -4.58547 -0.1883 0.0107 -0.0228
C -6.17745 -5.43509 -4.83343 -0.1187 -0.3095 0.0920
O -5.36442 -5.46781 -3.66736 0.2357 0.0033 0.2326
H -8.01924 -5.73016 -3.74859 0.0547 0.0314 -0.1271
H -8.11290 -6.15559 -5.47290 0.0095 -0.0597 0.0712
H -7.27964 -7.22008 -4.31778 -0.0069 0.0285 -0.1261
H -6.37609 -4.38903 -5.07897 0.1657 -0.0745 0.1412
H -5.62158 -5.88467 -5.66211 -0.1079 0.0815 -0.1290
H -5.18576 -6.39767 -3.46143 -0.0145 0.3089 0.0033
C 9.91825 1.57254 -4.53008 0.1252 0.0375 0.1571
C 8.90973 0.52009 -4.94486 0.1301 0.2977 -0.2263
O 7.76250 1.13837 -5.51232 -0.1904 0.0436 -0.1384
H 9.47763 2.26111 -3.80343 0.0225 -0.1339 -0.0198
H 10.80431 1.11090 -4.08675 -0.0061 0.0846 -0.0439
H 10.22752 2.17284 -5.39118 0.0654 -0.1096 0.0190
H 8.58707 -0.06275 -4.07857 -0.1478 0.0766 -0.1546
H 9.34011 -0.16565 -5.68150 0.1191 -0.1134 0.1427
H 8.05534 1.64543 -6.28377 -0.1325 -0.1712 0.2623
```
Positions in Å, forces in eV/Å.